(1)
{"formula": "C13H8Co2N2O6", "method": "wB97M-V/def2-TZVPD", "relative_energy_ev": 0.614, "homo_lumo_gap_ev": 5.5596, "e_tot_ha": -3826.57269, "e_homo_ev": -0.84, "charge": -2, "symbols": ["C", "C", "C", "N", "C", "N", "H", "H", "H", "H", "H", "O", "C", "Co", "C", "O", "C", "O", "C", "C", "C", "Co", "C", "O", "C", "O", "C", "O", "H", "H", "H"], "coordinates": [[-4.603819, 3.258865, -1.243514], [-3.134242, 3.129678, -1.233742], [-2.342163, 1.901633, -1.229940], [-1.042309, 2.215971, -1.210531], [-1.005468, 3.601553, -1.205108], [-2.278540, 4.162794, -1.220097], [-5.053287, 2.268175, -1.247661], [-4.983832, 3.793299, -0.368655], [-4.973310, 3.795517, -2.121444], [-2.738185, 0.896496, -1.238533], [-0.096143, 4.215704, -1.192958], [-1.576771, -4.187807, 0.524551], [-0.632824, -3.700124, 0.956650], [0.800872, -2.887377, 1.521916], [0.377954, -1.841021, 2.845813], [0.127430, -1.082200, 3.684455], [1.928845, -3.985880, 2.297595], [2.727330, -4.665731, 2.773986], [1.899987, -2.298737, -0.002268], [1.050407, -1.181042, -0.204181], [-0.057860, -0.798451, -0.874473], [2.840581, -0.765597, 0.353685], [2.597931, 0.663481, 1.349219], [2.307642, 1.580086, 2.014305], [3.466844, -0.221761, -1.204177], [3.700493, 0.065177, -2.295304], [4.253940, -1.503458, 1.227843], [5.064419, -2.081895, 1.824198], [2.206984, -3.057275, -0.758443], [-0.228324, 0.267637, -1.045027], [-0.604575, -1.557697, -1.478164]], "forces_ev_per_angstrom": [[-0.4, 0.1, 0.0], [2.3, -2.3, 0.0], [-1.9, 2.4, 0.0], [0.9, 1.9, -0.1], [-2.3, -1.2, -0.1], [1.7, 0.2, 0.0], [-0.1, -0.1, 0.0], [0.0, 0.0, 0.1], [0.0, 0.1, -0.1], [0.2, -0.2, 0.0], [-0.4, -0.5, 0.0], [-0.5, -0.4, 0.2], [-0.5, -0.2, -1.3], [0.1, 0.7, 0.5], [-0.4, 1.6, 2.3], [0.2, -0.9, -0.9], [1.0, 0.9, -1.0], [-0.4, -0.3, 0.2], [-0.5, -2.1, -1.7], [0.5, -1.4, -0.1], [1.0, -0.4, -0.2], [1.9, 1.0, 1.4], [-1.5, 2.1, 1.8], [0.9, -1.7, -1.4], [-0.2, 0.1, -1.2], [0.2, 0.0, 0.5], [0.0, -1.1, 0.6], [-0.8, 0.9, -0.8], [-0.3, 0.7, 0.5], [-0.4, -0.2, 0.1], [0.0, 0.5, 0.8]]}

---

(2)
{"formula": "C16H40BF2O6P", "method": "wB97M-V/def2-TZVPD", "relative_energy_ev": 0.000, "homo_lumo_gap_ev": 9.9523, "smiles": "CCOCCO[PH](F)(CCCF)B(O)OC.CCOCC.CCOCC", "e_tot_ha": -1651.02906, "e_homo_ev": -9.35, "symbols": ["C", "C", "O", "C", "C", "O", "P", "F", "C", "C", "C", "F", "B", "O", "O", "C", "H", "H", "H", "H", "H", "H", "H", "H", "H", "H", "H", "H", "H", "H", "H", "H", "H", "H", "H", "H", "C", "C", "O", "C", "C", "H", "H", "H", "H", "H", "H", "H", "H", "H", "H", "C", "C", "O", "C", "C", "H", "H", "H", "H", "H", "H", "H", "H", "H", "H"], "coordinates": [[-1.391671, 1.470322, 3.366868], [-2.420752, 0.454530, 2.891174], [-2.219402, 0.075026, 1.538460], [-1.327068, -1.006886, 1.384610], [-1.320048, -1.347995, -0.094430], [-0.469954, -2.426986, -0.410754], [1.250814, -2.196646, -0.376938], [2.950094, -1.892025, -0.171576], [1.552943, -2.916099, -2.012752], [1.865276, -1.807354, -3.036054], [0.614304, -1.187531, -3.617905], [-0.241301, -2.165087, -4.102582], [1.295427, -3.292389, 1.201225], [1.342582, -4.662397, 1.067245], [1.277071, -2.696999, 2.439264], [2.589171, -2.626282, 3.037801], [-1.795296, 2.030205, 4.210075], [-0.457754, 1.000700, 3.675597], [-1.170882, 2.178180, 2.570724], [-2.417736, -0.427423, 3.536255], [-3.412972, 0.902808, 2.941615], [-1.648473, -1.871699, 1.972236], [-0.324261, -0.715382, 1.720411], [-2.335639, -1.631863, -0.374509], [-1.072061, -0.447373, -0.665847], [1.107691, -0.806321, -0.363082], [0.690212, -3.503669, -2.304093], [2.437486, -3.539869, -1.903611], [2.507052, -2.179854, -3.831409], [2.418360, -1.014041, -2.529614], [0.072390, -0.603562, -2.870601], [0.855306, -0.518101, -4.443943], [0.480176, -5.069070, 1.133214], [2.499126, -2.932785, 4.075444], [2.959186, -1.605326, 2.977820], [3.304273, -3.270566, 2.527165], [-6.517946, 1.088019, 0.807444], [-6.491790, 1.420679, 2.289570], [-5.677363, 2.532022, 2.616790], [-6.034969, 3.764599, 2.018932], [-7.431534, 4.246232, 2.372884], [-5.506256, 0.908897, 0.440765], [-7.113704, 0.190385, 0.639018], [-6.956089, 1.890958, 0.213228], [-6.061236, 0.582279, 2.838046], [-7.508485, 1.561318, 2.673779], [-5.909835, 3.715431, 0.931395], [-5.298400, 4.477997, 2.388580], [-8.205388, 3.572423, 2.003455], [-7.608331, 5.226600, 1.929476], [-7.544489, 4.329348, 3.454566], [5.217072, 0.898128, -1.155216], [5.561320, -0.177726, -2.170453], [5.180646, 0.139442, -3.498229], [5.765526, 1.302616, -4.053732], [7.282012, 1.260750, -4.132032], [4.147482, 1.111921, -1.174681], [5.482862, 0.559527, -0.153764], [5.751695, 1.830403, -1.343884], [5.013453, -1.087617, -1.924008], [6.627831, -0.425262, -2.123643], [5.434428, 2.196700, -3.512911], [5.350648, 1.371256, -5.059538], [7.743715, 1.213219, -3.145230], [7.652365, 2.158965, -4.627192], [7.611086, 0.390305, -4.700920]], "forces_ev_per_angstrom": [[0.0, -0.1, 0.1], [0.0, 0.4, -0.1], [-0.2, -0.3, 0.1], [0.2, 0.4, -0.2], [-0.3, -0.2, 0.1], [0.2, 0.1, 0.1], [-0.1, -0.2, 0.0], [0.0, 0.0, 0.0], [0.3, 0.3, 0.0], [-0.2, 0.0, 0.2], [0.2, 0.3, 0.1], [-0.1, -0.1, -0.1], [-0.1, -0.1, 0.3], [0.2, 0.4, -0.3], [0.4, 0.1, -0.3], [-0.2, 0.1, 0.1], [0.1, 0.0, 0.1], [0.0, 0.0, 0.0], [-0.1, 0.1, -0.1], [0.0, -0.1, 0.0], [0.0, 0.0, -0.1], [0.0, -0.1, 0.1], [0.1, -0.1, 0.0], [0.0, 0.0, -0.1], [0.1, 0.1, 0.0], [-0.1, 0.1, 0.0], [0.0, -0.1, -0.1], [-0.1, -0.2, 0.0], [0.0, -0.1, -0.1], [0.2, 0.1, -0.2], [-0.1, -0.1, 0.1], [0.0, 0.0, -0.1], [-0.2, -0.4, 0.1], [0.0, 0.0, 0.1], [0.0, 0.1, 0.0], [0.0, -0.1, 0.0], [0.0, 0.1, 0.0], [0.0, -0.1, -0.1], [0.1, 0.0, 0.1], [0.0, 0.1, 0.0], [0.0, -0.1, 0.0], [0.0, 0.0, 0.0], [0.0, 0.0, 0.0], [0.0, 0.0, 0.0], [0.0, 0.0, 0.0], [0.0, 0.0, 0.0], [0.0, 0.0, 0.0], [0.0, 0.0, 0.0], [0.0, 0.0, 0.0], [0.0, 0.0, 0.0], [0.0, 0.0, 0.0], [0.0, 0.1, -0.1], [0.0, -0.1, 0.1], [-0.1, -0.1, -0.1], [0.0, 0.1, 0.0], [0.0, -0.1, 0.0], [0.0, 0.0, 0.0], [0.0, 0.0, 0.0], [0.0, 0.0, 0.0], [0.0, 0.0, 0.0], [0.0, 0.0, 0.0], [0.0, 0.0, 0.0], [0.0, 0.0, 0.0], [0.0, 0.0, 0.0], [0.0, 0.0, 0.0], [0.0, 0.0, 0.0]]}